H4O4 | ωB97M-V/def2-TZVPD

Summary:
- SMILES: OOO.O
- Maximum force: 0.0153 Eh/bohr
- Spin multiplicity: 1
- Total energy: -303.16770 a.u.
- ΔE to the lowest compared entry with this formula, charge and spin: 0.0 kJ/mol
- Lowest unoccupied orbital energy: 0.76 eV

```
8
H4O4 (ωB97M-V/def2-TZVPD)
H -2.475 1.086 -0.919
H -1.700 1.727 0.231
H 1.157 -2.273 1.104
H 0.535 0.328 -0.596
O -1.637 1.539 -0.716
O 1.353 -1.967 0.204
O 1.903 -0.702 0.364
O 0.864 0.260 0.327
```

Partial charges, natural (NBO), in e: H 0.473; H 0.476; H 0.457; H 0.475; O -0.947; O -0.438; O -0.041; O -0.455

C5H4Br2O | ωB97M-V/def2-TZVPD

Summary:
- Maximum force: 0.0373 Eh/bohr
- Spin multiplicity: 1
- Total energy: -5415.94280 a.u.
- ΔE to the lowest compared entry with this formula, charge and spin: 475.0 kJ/mol
- Lowest unoccupied orbital energy (spin up / spin down): 0.09 / -0.36 eV

```
12
C5H4Br2O (ωB97M-V/def2-TZVPD)
C -0.652 0.701 1.500
C 0.362 -0.353 1.139
C 0.534 1.157 1.276
C 0.800 -0.869 -0.209
C -0.777 -0.706 -2.061
O 0.359 -0.863 -1.420
Br -2.285 0.073 -1.080
Br -0.610 0.186 -3.747
H -1.660 0.962 1.864
H 0.773 -1.012 1.947
H 1.359 1.876 1.084
H 1.797 -1.151 -0.293
```

Partial charges, natural (NBO), in e: C -0.150; C -0.342; C -0.171; C 0.168; C 0.002; O -0.404; Br -0.019; Br 0.049; H 0.246; H 0.205; H 0.248; H 0.168

C11H18 | ωB97M-V/def2-TZVPD

Summary:
- SMILES: CCc1ccccc1.CCC
- Maximum force: 0.0357 Eh/bohr
- Spin multiplicity: 1
- Total energy: -429.91240 a.u.
- ΔE to the lowest compared entry with this formula, charge and spin: 74.1 kJ/mol
- Lowest unoccupied orbital energy: 1.01 eV

```
29
C11H18 (ωB97M-V/def2-TZVPD)
C -0.676 -0.093 -0.291
C -1.988 -0.606 -0.894
C 0.514 -0.199 -1.209
C 0.995 -1.445 -1.583
C 1.238 0.960 -1.501
C 2.270 -1.543 -2.151
C 2.387 0.864 -2.277
C 2.950 -0.387 -2.494
H -0.857 0.939 0.023
H -0.460 -0.608 0.641
H -2.093 -0.071 -1.843
H 0.455 -2.362 -1.390
H 0.890 1.917 -1.136
H 2.684 -2.514 -2.367
H 2.989 1.729 -2.506
H 3.974 -0.524 -2.812
H -2.846 -0.392 -0.270
H -1.803 -1.622 -1.235
C -1.571 0.174 3.171
C -0.971 1.195 4.139
C -2.916 0.584 2.573
H -0.887 -0.161 2.393
H -1.628 -0.817 3.648
H -0.130 0.806 4.710
H -2.817 1.020 1.580
H -3.526 -0.307 2.443
H -3.438 1.299 3.206
H -0.633 2.052 3.554
H -1.774 1.501 4.809
```

Partial charges, natural (NBO), in e: C -0.409; C -0.604; C -0.028; C -0.209; C -0.200; C -0.203; C -0.204; C -0.224; H 0.201; H 0.203; H 0.204; H 0.208; H 0.211; H 0.211; H 0.211; H 0.211; H 0.216; H 0.205; C -0.405; C -0.602; C -0.613; H 0.199; H 0.193; H 0.211; H 0.200; H 0.211; H 0.206; H 0.201; H 0.200

C5H8O | ωB97M-V/def2-TZVPD

Summary:
- SMILES: C=C=C=CCO.[H][H]
- Maximum force: 0.0053 Eh/bohr
- Spin multiplicity: 1
- Total energy: -270.41206 a.u.
- ΔE to the lowest compared entry with this formula, charge and spin: 382.9 kJ/mol
- Lowest unoccupied orbital energy: 0.38 eV

```
14
C5H8O (ωB97M-V/def2-TZVPD)
C -2.219 -0.983 1.314
C -1.285 -0.149 0.921
C -0.387 0.646 0.492
C 0.564 1.394 -0.021
C 1.801 0.808 -0.654
O 1.811 -0.596 -0.684
H -1.155 -1.340 -1.954
H -2.095 -2.057 1.194
H -3.149 -0.630 1.752
H -0.439 -1.198 -1.801
H 0.494 2.480 -0.002
H 1.866 1.151 -1.693
H 2.687 1.207 -0.130
H 1.482 -0.906 0.171
```

Partial charges, natural (NBO), in e: C -0.438; C 0.019; C -0.069; C -0.220; C -0.088; O -0.702; H -0.018; H 0.220; H 0.220; H 0.012; H 0.224; H 0.195; H 0.174; H 0.473

C3H8N2O2 | ωB97M-V/def2-TZVPD

Summary:
- SMILES: O=C1NCCO1.N
- Maximum force: 0.0124 Eh/bohr
- Spin multiplicity: 1
- Total energy: -379.08336 a.u.
- ΔE to the lowest compared entry with this formula, charge and spin: 151.3 kJ/mol
- Lowest unoccupied orbital energy: 0.62 eV

```
15
C3H8N2O2 (ωB97M-V/def2-TZVPD)
N 2.032 1.221 0.982
C 0.036 0.753 -0.651
O 0.286 1.754 -1.247
N 0.297 -0.595 -1.061
C -1.019 -1.161 -0.757
C -1.334 -0.579 0.617
O -0.751 0.728 0.500
H 1.855 2.052 0.431
H 2.483 0.539 0.386
H 0.989 -1.007 -0.430
H -1.035 -2.244 -0.838
H -1.704 -0.725 -1.492
H -0.869 -1.159 1.427
H -2.398 -0.459 0.828
H 1.132 0.882 1.304
```

Partial charges, natural (NBO), in e: N -1.070; C 0.896; O -0.537; N -0.667; C -0.260; C -0.093; O -0.531; H 0.376; H 0.348; H 0.371; H 0.220; H 0.205; H 0.177; H 0.203; H 0.362

C12H6Cl4N2O5SiV | ωB97M-V/def2-TZVPD

Summary:
- ⟨S²⟩: 0.849
- Maximum force: 0.0194 Eh/bohr
- Net charge: +2
- Spin multiplicity: 2
- Total energy: -4020.36929 a.u.
- Lowest unoccupied orbital energy (spin up / spin down): -9.94 / -9.38 eV

```
31
C12H6Cl4N2O5SiV (ωB97M-V/def2-TZVPD)
V -0.632 -2.084 -0.523
O -4.552 2.163 -0.585
C -3.367 2.656 -0.288
O -3.155 3.828 -0.200
C -2.192 1.705 -0.232
C -0.858 2.108 0.007
Cl -0.347 3.671 0.322
N -0.059 0.999 -0.037
N -0.823 -0.083 -0.261
C -2.086 0.334 -0.383
C -3.048 -0.742 -0.642
O -4.220 -0.698 -0.782
O -2.351 -1.952 -0.683
C 1.345 0.811 0.154
C 1.838 -0.491 0.266
C 3.184 -0.739 0.458
C 4.071 0.326 0.550
C 3.593 1.617 0.422
C 2.243 1.871 0.221
H -4.611 1.203 -0.716
H 1.206 -1.389 0.177
H 3.538 -1.758 0.535
H 5.125 0.144 0.706
H 4.274 2.455 0.473
H 1.925 2.891 0.112
Cl 1.040 -3.322 2.764
Si -0.553 -3.338 1.587
Cl -0.112 -4.369 -0.253
Cl -2.242 -3.989 2.370
O 1.230 -1.879 -3.226
C 0.599 -1.948 -2.314
```

Partial charges, natural (NBO), in e: V 0.886; O -0.626; C 0.773; O -0.494; C -0.185; C 0.214; Cl 0.247; N -0.149; N -0.345; C 0.063; C 0.772; O -0.414; O -0.577; C 0.166; C -0.214; C -0.172; C -0.161; C -0.147; C -0.205; H 0.508; H 0.113; H 0.243; H 0.258; H 0.257; H 0.256; Cl -0.201; Si 1.149; Cl -0.131; Cl -0.174; O -0.264; C 0.555

Q: The lowest maximum force belongs to which entry?
A: C5H8O